The following is a DFT calculation (the ωB97M-V functional and the def2-TZVPD basis) of a structure of composition C41H37Cl2CoF6N2O5P2Sb.

## Properties
- Maximum force: 0.3 eV/Å
- ⟨S²⟩: 2.03
- Total energy: -160429.5945 eV

Structure (ORCA input):
```
! RIJCOSX wB97M-V def2-TZVPD def2/J DEFGRID3
* xyz 1 3
Co -0.0335 -0.3657 0.3865
O -0.4108 -0.3755 2.4450
P 0.4000 0.4417 3.4269
C 0.9596 2.0286 2.7350
P 0.0100 2.6346 1.3058
O -0.5090 1.4829 0.4597
C -1.3940 3.5539 1.9121
C -1.3174 4.9088 2.2226
C -2.4372 5.5696 2.7036
C -3.6311 4.8813 2.8652
C -3.7148 3.5340 2.5408
C -2.5995 2.8679 2.0600
C 1.1343 3.6529 0.3783
C 1.9553 4.6115 0.9789
C 2.8390 5.3358 0.2001
C 2.9138 5.0985 -1.1695
C 2.1068 4.1422 -1.7633
C 1.2095 3.4165 -0.9919
C 1.8969 -0.4185 3.9040
C 3.0844 0.2343 4.2287
C 4.2122 -0.5018 4.5600
C 4.1581 -1.8888 4.5581
C 2.9784 -2.5430 4.2315
C 1.8465 -1.8124 3.9077
C -0.5721 0.8002 4.8826
C -1.9563 0.6676 4.8322
C -2.7218 0.9906 5.9421
C -2.1070 1.4446 7.0991
C -0.7243 1.5708 7.1558
C 0.0441 1.2464 6.0512
H 1.9644 1.8733 2.3454
H 0.9883 2.7921 3.5162
H -0.3954 5.4579 2.0743
H -2.3807 6.6233 2.9405
H -4.5060 5.4006 3.2338
H -4.6525 3.0055 2.6542
H -2.6626 1.8253 1.7728
H 1.9209 4.7878 2.0488
H 3.4781 6.0797 0.6568
H 3.6136 5.6616 -1.7730
H 2.1721 3.9388 -2.8235
H 0.5905 2.6622 -1.4589
H 3.1434 1.3166 4.2246
H 5.1327 0.0069 4.8133
H 5.0410 -2.4618 4.8092
H 2.9419 -3.6241 4.2229
H 0.9313 -2.3214 3.6302
H -2.4293 0.3070 3.9281
H -3.7979 0.8848 5.9053
H -2.7062 1.6943 7.9646
H -0.2478 1.9122 8.0647
H 1.1240 1.3258 6.1089
C 1.6834 -6.8062 -0.3649
O 2.8732 -6.0250 -0.2923
C 2.7597 -4.7095 -0.1056
C 3.9849 -4.0062 -0.0620
C 3.9648 -2.6591 0.1129
C 2.7506 -1.9389 0.2624
C 2.7867 -0.5476 0.5145
C 4.0683 0.2256 0.5664
O 1.7478 0.1331 0.7551
C 1.5342 -2.6603 0.1895
O 0.3243 -2.1174 0.2422
C 1.5495 -4.0483 0.0230
H 2.0120 -7.8333 -0.4812
H 1.0841 -6.5097 -1.2270
H 1.1001 -6.7063 0.5521
H 4.9062 -4.5572 -0.1814
H 4.9015 -2.1206 0.1350
H 4.7741 -0.2129 1.2712
H 3.8549 1.2550 0.8444
H 4.5148 0.2215 -0.4294
H 0.6011 -4.5578 -0.0442
Cl -2.5187 2.3966 -1.7230
C -4.2534 2.5052 -2.0441
Cl -4.8608 1.0495 -2.8432
H -4.4366 3.3536 -2.6917
H -4.7709 2.6123 -1.0984
N -6.3668 -3.5300 -1.2605
C -5.4088 -2.9496 -1.0095
C -4.2067 -2.2229 -0.6934
C -3.9223 -1.8821 0.6246
C -2.7361 -1.2330 0.8927
N -1.8770 -0.9007 -0.0773
C -2.1635 -1.1914 -1.3511
C -3.3229 -1.8635 -1.6977
H -4.5958 -2.1432 1.4274
H -2.4281 -0.9869 1.8975
H -1.4436 -0.9008 -2.1017
H -3.5111 -2.1076 -2.7327
F 0.4501 -0.0124 -1.5973
Sb 1.4613 -0.1914 -3.2830
F 2.8801 0.6010 -2.3129
F 0.8264 1.5296 -3.7040
F 2.4273 -0.3489 -4.8688
F -0.1179 -0.9427 -3.9857
F 1.9926 -1.8821 -2.6535
*
```